Record 1
A 2-piece molecular cluster, C5H16N2O overall, computed with ωB97M-V/def2-TZVPD.

Structure (XYZ):
```
24
Properties=species:S:1:pos:R:3
N -0.42882 2.82214 1.68725
C -0.61286 2.22654 0.33421
C -1.09431 0.70224 0.05834
N -0.06226 -0.33588 -0.09764
C -0.43947 -1.73689 -2.21991
C 0.41761 -0.66116 -1.44008
C 1.82151 -1.08351 -1.38148
H -1.24148 2.61360 2.15525
H 0.21824 2.29751 2.08119
H -1.33552 2.76828 -0.14044
H 0.31930 2.52448 -0.17297
H -1.63744 0.61534 -0.90083
H -1.95358 0.41301 0.79679
H 0.04426 -1.16221 0.43124
H -0.11239 -1.93682 -3.19837
H -0.38873 -2.69689 -1.66580
H -1.49814 -1.45886 -2.31746
H 0.23260 0.32300 -2.07114
H 1.93823 -2.10482 -0.94494
H 2.43199 -0.96772 -2.28180
H 2.44384 -0.35170 -0.55503
H -0.28782 -1.91977 3.07494
H 1.17123 -1.46593 2.94595
O 0.31726 -1.44720 2.44120
```

The spin multiplicity is 1. The energy above the lowest of the compared OMol25 structures with the same formula, charge and spin comes out at 2.505 eV. The orbital gap comes out at 0.3062 hartree. The LUMO energy comes out at 0.018 Ha. Its largest force on an atom is 0.10934 Eh/bohr. The SMILES is CC(C)NCCN.O.


Record 2
C16H24BeCl6F6N5O4S2 as an isolated structure, computed with ωB97M-V/def2-TZVPD.

Structure (XYZ):
```
64
Properties=species:S:1:pos:R:3
Be 3.72055 4.01754 -35.83232
C 8.06715 3.59420 -37.74907
F 8.37920 4.65860 -37.03005
F 7.58859 4.03189 -38.88155
F 9.20200 2.84572 -37.87826
S 6.77521 2.42707 -36.88185
O 5.58310 2.26419 -37.73415
O 7.47657 1.17166 -36.55067
N 6.05839 3.40097 -35.55636
S 7.10009 3.08366 -34.43129
O 6.72497 1.85140 -33.71363
O 8.55924 3.05769 -34.73090
C 6.83760 4.66642 -33.23584
F 7.84003 4.71401 -32.44759
F 6.87427 5.79295 -33.95385
F 5.73293 4.46781 -32.53524
C 10.83542 3.77441 -32.39341
C 10.82380 2.57799 -31.52618
N 10.82145 1.62592 -30.88835
H 10.06033 3.59999 -33.13967
H 11.77279 3.84831 -32.94475
H 10.59073 4.70268 -31.87714
C 3.65009 3.25503 -29.95312
C 4.17320 4.58993 -29.78216
N 4.57161 5.68738 -29.72315
H 4.36824 2.64204 -29.40849
H 3.80746 3.07917 -31.01726
H 2.58644 3.20958 -29.71926
C 3.88588 -0.35492 -38.89779
C 4.55685 -1.18690 -37.93872
N 5.11295 -1.92383 -37.24169
H 2.95727 -0.84052 -39.19777
H 4.39121 -0.15009 -39.84160
H 3.73250 0.60619 -38.40701
C 6.89817 7.63190 -31.01067
C 5.63633 8.34508 -31.26422
N 4.62049 8.89501 -31.55123
H 6.85123 7.00730 -30.11861
H 7.58840 8.41045 -30.68580
H 7.20717 6.97806 -31.82621
Cl 7.93840 -0.20637 -39.88772
C 8.62148 -1.56078 -38.97847
C 9.96315 -1.96671 -39.47831
Cl 11.17241 -0.72356 -39.08114
H 7.84861 -2.32759 -38.92566
H 8.59323 -1.15249 -37.96822
H 9.84826 -2.03531 -40.56006
H 10.10822 -2.90880 -38.94962
Cl 13.86738 1.73663 -37.91988
C 13.35077 0.96225 -36.36014
C 11.96198 1.48043 -36.00484
Cl 12.02984 3.20777 -35.99506
H 14.07079 1.15769 -35.56549
H 13.30064 -0.12534 -36.41245
H 11.67137 1.06495 -35.03994
H 11.19193 1.24884 -36.74070
Cl 10.72247 -1.58687 -34.53761
C 9.30718 -0.52171 -34.51410
C 8.06057 -1.36073 -34.76070
Cl 7.95419 -2.73497 -33.52881
H 9.47376 0.18292 -35.32886
H 9.32286 -0.16749 -33.48338
H 8.11226 -1.86172 -35.72737
H 7.18329 -0.74224 -34.57112
```

The spin multiplicity is 2. The orbital gap (spin up / spin down) comes out at 0.2784 / 0.2052 hartree. The LUMO energy (spin up / spin down) comes out at -0.091 / -0.164 Ha. Its largest force on an atom is 0.12162 Eh/bohr.


Record 3
One molecule with the formula C16H14N4O3S, computed with ωB97M-V/def2-TZVPD.

Structure (XYZ):
```
38
Properties=species:S:1:pos:R:3
O -4.16436 -1.46648 -0.19485
C -3.06992 -1.29473 0.28828
N -2.48453 -0.08914 0.50777
C -2.96309 1.18985 0.19346
C -4.25824 1.42330 -0.25607
C -4.66227 2.71673 -0.53467
C -3.79333 3.78159 -0.36998
C -2.50330 3.54867 0.07744
C -2.08833 2.26159 0.35864
H -1.07955 2.07957 0.70354
H -1.81645 4.37180 0.20766
H -4.11737 4.78768 -0.58919
H -5.66910 2.89089 -0.88351
H -4.93556 0.59672 -0.38748
H -1.53584 -0.09555 0.86022
C -2.17748 -2.46592 0.70426
H -1.68683 -2.26298 1.65863
H -2.80818 -3.35188 0.80657
C -1.13215 -2.76648 -0.37256
C -0.44301 -4.09683 -0.08327
O -1.02276 -5.14092 0.05986
N 0.90443 -3.94198 0.01514
C 1.46615 -2.69493 -0.14840
N 2.70752 -2.50897 -0.09805
N 3.38832 -1.42337 -0.36768
C 3.60866 -0.48233 0.46288
C 4.46716 0.60924 0.11904
C 5.17913 0.89214 -1.02514
C 5.84319 2.11001 -0.78278
C 5.49209 2.48439 0.48193
O 4.66497 1.58886 1.03379
H 5.75829 3.33724 1.07487
H 6.49158 2.63776 -1.45146
H 5.20848 0.29087 -1.90923
H 3.17440 -0.45809 1.46549
S 0.17652 -1.49879 -0.47167
H 1.50561 -4.73460 0.19457
H -1.62480 -2.82491 -1.34801
```

The spin multiplicity is 1. The energy above the lowest of the compared OMol25 structures with the same formula, charge and spin comes out at 1.125 eV. The orbital gap comes out at 0.3206 hartree. The LUMO energy comes out at 0.011 Ha. Its largest force on an atom is 0.04163 Eh/bohr. The SMILES is O=C(C[C@H]1S/C(=N\N=C\c2ccco2)NC1=O)Nc1ccccc1.